Record 1
# C13H23N3O5

A single C13H23N3O5 molecule (the ωB97M-V functional and the def2-TZVPD basis, OMol25).

Each line ends with the natural charge from an NBO analysis.
Positions of all 44 atoms, in Å:
O -0.62642 -1.33972 0.11656  -0.6929
O 0.22203 1.83807 3.07377  -0.6274
O 0.59129 0.92748 -3.16647  -0.6500
O 3.96704 2.79657 -2.88373  -0.7210
O 4.38324 0.85130 -3.80482  -0.5837
N 0.12699 0.75990 -0.02645  -0.5765
N -1.04228 -0.08374 2.86841  -0.6076
N 0.59440 -1.32237 -2.74282  -0.5855
C 0.16188 -1.78269 -4.09004  -0.4085
C 2.29103 1.15888 -0.91058  -0.3897
C -0.72862 -0.14479 0.51552  0.6792
C 0.29163 0.40192 4.86553  -0.6936
C 0.74129 -0.06072 -2.38934  0.6497
C 3.73730 0.71336 -1.47879  -0.5083
C -0.23585 0.81878 3.53560  0.6880
C -3.23419 -1.81757 1.97539  -0.6243
C -1.68033 0.24733 1.59329  -0.1472
C 1.13663 0.23684 -0.97609  -0.1488
C 4.13638 1.41819 -2.77715  0.7915
C -3.10986 -0.34068 1.49586  -0.1931
C -3.60089 -0.27441 0.04981  -0.6265
H 1.43563 -0.64502 -0.47211  0.2178
H -1.87367 1.32928 1.68158  0.2289
H 0.09301 -2.87490 -3.98986  0.2027
H -2.90649 -0.81388 -0.57518  0.2341
H 3.93768 3.03962 -3.85881  0.5074
H -4.24240 -2.09735 1.84654  0.2104
H -1.42192 -0.82888 3.37944  0.3999
H -3.68828 0.18698 2.25364  0.2055
H -3.03602 -1.98567 3.01487  0.1938
H 0.88357 -1.47503 -4.83308  0.2177
H 0.27039 -0.67905 4.99558  0.2072
H -4.57988 -0.74454 0.08242  0.2139
H -0.77104 -1.33993 -4.38862  0.2087
H -3.84047 0.77022 -0.29205  0.2173
H -2.61443 -2.42318 1.23735  0.2373
H 4.50227 1.05835 -0.76508  0.2427
H 3.58692 -0.39708 -1.66775  0.2421
H 0.49495 -2.04944 -2.00699  0.4219
H -0.24448 0.90860 5.56853  0.2316
H 2.44225 1.36140 0.10703  0.2152
H 1.20319 0.74629 5.05721  0.2362
H 2.17428 2.18070 -1.48409  0.2503
H 0.07226 1.77058 0.26596  0.4336

Output
- HOMO energy (eV) = -9.43
- LUMO (eV) = 0.6
- ΔE to the lowest compared entry with this formula, charge and spin (kcal/mol) = 53.80
- SMILES string = CNC(=O)[C@@H](CCC(=O)O)NC(=O)[C@H](NC(C)=O)C(C)C

---

Record 2
# C4H12O

2 unconnected molecules or ions with the total composition C4H12O (the ωB97M-V functional and the def2-TZVPD basis, OMol25).

Each line ends with the natural charge from an NBO analysis.
Positions of all 17 atoms, in Å:
O 2.80738 -2.44445 -1.30909  -0.9350
C -0.43036 -0.97940 -1.10300  -0.6124
C -0.55786 0.40411 -0.47616  -0.3931
C -0.68204 0.43048 1.03651  -0.3927
C -0.74946 1.89131 1.53681  -0.6034
H 0.23757 2.31573 1.70848  0.2033
H 0.58194 -1.37256 -1.10998  0.2105
H -1.56100 -0.04250 1.38681  0.1975
H -0.72226 -0.96461 -2.14722  0.2078
H -1.06560 -1.69778 -0.58198  0.2015
H 3.14888 -1.65404 -1.72998  0.4695
H -1.48268 0.82740 -0.87906  0.1889
H -1.37693 2.48615 0.87959  0.2014
H 2.68977 -2.21501 -0.37861  0.4697
H 0.21676 1.08521 -0.81209  0.1938
H -1.25900 1.93890 2.50449  0.2039
H 0.20487 -0.00897 1.47449  0.1886

Output
- HOMO energy (eV) = -11.13
- LUMO (eV) = 0.9
- ΔE to the lowest compared entry with this formula, charge and spin (kcal/mol) = 3.77
- SMILES string = CCCC.O

---

Record 3
# C38H95BaN6O13

A molecular structure, C38H95BaN6O13 (the ωB97M-V functional and the def2-TZVPD basis, OMol25).

Each line ends with the Löwdin charge.
Positions of all 153 atoms, in Å:
Ba -2.48178 6.89002 2.58531  1.5926
O 5.36431 -0.20381 5.03785  -0.2027
O -2.19029 2.44377 -0.57821  -0.3789
O -0.60709 7.68620 -0.47074  -0.2697
O 9.10163 -5.32387 -7.35789  -0.1991
O -4.99642 -8.96339 -4.95227  -0.2031
O -4.23732 -4.31052 -7.22869  -0.1940
O -5.87451 -6.10290 2.75554  -0.1848
O 5.30012 3.42871 0.96899  -0.1996
O -6.22544 7.36812 2.22126  -0.2678
O 0.96651 6.06891 3.60717  -0.2378
O -4.01543 7.03429 6.36689  -0.2349
O 5.71243 -4.69215 -3.80329  -0.1971
O -2.12613 -4.37532 4.50480  -0.1786
N 4.58187 0.40989 2.21988  -0.0369
N 1.45755 7.67740 1.52493  -0.0876
N -3.15809 -6.61762 -5.39145  -0.0450
N -4.04124 -3.86792 2.37344  -0.0385
N -5.78635 5.57408 4.71371  -0.0862
N 8.39334 -3.84672 -4.89034  -0.0453
C 1.38388 8.75179 0.56315  -0.1988
C -2.98853 -4.35777 -6.53802  -0.2208
C -7.26120 6.65296 2.87873  -0.1848
C 4.30583 -4.41097 -3.60042  -0.1041
C 2.13160 6.84170 3.70135  -0.2236
C 8.01605 -4.14712 -3.48701  -0.2113
C 2.02260 8.04522 2.79781  -0.2297
C 5.66254 -1.29413 5.89384  -0.1105
C -2.60925 -4.21365 2.19011  -0.2091
C -6.26659 6.51741 5.68542  -0.2197
C -6.25628 -7.38944 3.10375  -0.1259
C 9.62804 -4.51077 -5.16299  -0.2379
C -1.09254 -4.53435 5.43685  -0.1377
C -2.48645 -5.85776 -6.48320  -0.1923
C -5.15782 -5.92435 1.54979  -0.2280
C -4.81684 -4.47073 1.30297  -0.2232
C 6.57522 -3.73377 -3.14356  -0.2107
C -1.45544 1.15970 -2.55700  -0.1335
C -5.78402 -9.59100 -3.97781  -0.1357
C 0.87936 4.84825 4.36787  -0.0777
C -6.75221 5.34119 3.64871  -0.1665
C 9.23369 -5.24433 -8.79383  -0.0861
C 4.63127 2.29111 0.43952  -0.2038
C 6.24039 -0.08264 3.91927  -0.2353
C 9.92606 -4.41210 -6.65196  -0.2455
C 5.72996 4.27022 -0.04590  -0.1436
C -5.27590 6.58861 6.85379  -0.2220
C -4.87342 -2.99536 -7.33623  -0.0905
C 5.73119 1.00154 2.97666  -0.1991
C -6.57877 8.39433 1.32133  -0.0935
C -3.10070 7.22973 7.45337  -0.0860
C 0.74869 8.18846 -0.75149  -0.1585
C -3.58686 -8.87568 -4.53510  -0.1933
C -1.76183 -3.64930 3.32308  -0.2067
C -1.36414 7.34970 -1.63824  -0.1013
C -2.78915 -8.01653 -5.51782  -0.2311
C -2.62076 1.65673 -1.66913  -0.4993
C 3.90389 1.59070 1.60933  -0.2034
H 6.66942 -1.30094 6.31128  0.0835
H -7.70143 7.35445 3.58740  0.1074
H 1.76931 4.26434 4.60267  0.1003
H 6.72465 3.97655 -0.38123  0.0898
H 8.78642 -6.06989 -9.34747  0.0815
H -6.84534 -7.85395 2.31297  0.0795
H 5.87998 5.28519 0.32210  0.0794
H -4.38022 -2.25868 -7.97039  0.0759
H -2.87657 6.26430 7.90703  0.0918
H -1.39968 -5.77557 -6.46655  0.1103
H 9.64897 -5.56870 -4.90137  0.1242
H -3.19655 -9.89327 -4.55162  0.1127
H -2.19318 7.69445 7.06797  0.0845
H 10.46199 -3.96480 -4.72192  0.1218
H -6.34743 7.51009 5.24253  0.1178
H -1.78039 8.19808 -2.18146  0.0872
H -6.80580 -7.38892 4.04510  0.0923
H -5.47585 -10.62210 -3.80472  0.0889
H -5.03124 -2.48733 -6.38487  0.0776
H -4.16095 -6.57274 -5.50263  0.1065
H -7.62445 4.80860 4.02770  0.1194
H 6.27666 -1.04622 3.41103  0.1184
H 2.17527 7.03248 1.22650  0.1234
H -3.46848 -8.54862 -3.50209  0.1170
H 2.99601 1.18745 1.16075  0.1083
H -3.03731 -8.37409 -6.51715  0.1185
H -0.94841 0.33890 -2.04974  0.0524
H -7.22333 6.21792 6.11327  0.1313
H 3.78316 -5.31189 -3.92180  0.0802
H -3.21084 0.78097 -1.39904  0.0740
H -1.74337 -8.19998 -5.27129  0.1210
H 0.36288 4.95781 5.32147  0.0766
H 3.89143 -3.59702 -4.19527  0.0808
H -2.47939 -5.29129 2.09045  0.1141
H 3.52786 2.30038 2.34625  0.1065
H 10.30276 -5.19391 -9.00036  0.0840
H -5.65366 7.30292 7.58533  0.1246
H 1.39198 8.85552 3.16366  0.1168
H -0.23180 -5.08465 5.05685  0.0813
H 8.20408 -5.14404 -3.08838  0.1163
H -3.09790 -4.08845 -5.48750  0.1089
H 5.48492 -2.18132 5.28603  0.0879
H -1.50324 -5.17287 6.21897  0.0865
H -4.00781 -2.85952 2.32740  0.1045
H 8.60465 -3.46721 -2.87107  0.1113
H -4.17080 -6.38193 1.61693  0.1041
H 1.33512 7.40345 -1.22894  0.1248
H 3.04627 6.36453 3.34953  0.1304
H 0.86010 9.62386 0.95461  0.1189
H -3.59334 7.83139 8.21718  0.0906
H -5.80097 -4.00916 1.22199  0.1180
H 5.38940 1.73138 3.71056  0.1144
H -6.78505 -9.65177 -4.40484  0.0837
H 9.80545 -3.43077 -7.11081  0.1211
H 7.26362 0.10379 4.24538  0.1194
H -7.13925 9.14808 1.87435  0.0938
H -0.69809 -3.64106 5.92114  0.0802
H -1.93105 -2.58234 3.46823  0.1200
H 6.44848 -3.74964 -2.06106  0.1154
H -5.67182 8.82776 0.89980  0.0818
H -6.27553 4.67172 2.93269  0.1148
H -2.24218 6.75777 -1.37985  0.0756
H 10.98943 -4.61859 -6.77327  0.1127
H -3.17555 2.30851 -2.34402  0.0721
H -1.73852 0.78235 -3.53963  0.0521
H 3.81222 2.58053 -0.21888  0.1157
H 2.35780 7.11490 4.73203  0.1320
H 5.05064 4.37262 -0.89215  0.0852
H 6.40638 -2.73107 -3.53621  0.1186
H 7.65652 -4.17462 -5.49836  0.1074
H 0.81990 9.01891 -1.45390  0.1201
H -0.73170 -3.83754 3.02063  0.1164
H 8.65536 -4.39645 -9.16090  0.0822
H -5.69898 -6.43178 0.75118  0.1240
H 5.34255 1.62733 -0.05198  0.1314
H 6.51666 1.40332 2.33658  0.1201
H -2.21039 -3.78734 1.26964  0.1122
H 2.37554 9.16579 0.38067  0.1210
H -8.10264 6.37713 2.24312  0.1263
H 4.00810 -4.28687 -2.55924  0.0794
H -0.74745 6.77009 -2.32516  0.0971
H -0.77184 1.99581 -2.70431  0.0520
H -7.24830 7.98547 0.56458  0.0980
H 0.14315 4.21276 3.87569  0.0811
H -5.36013 -8.00931 3.13176  0.0841
H 4.06245 0.01176 2.98917  0.0929
H 3.00785 8.47202 2.61015  0.1273
H -2.24542 -3.66190 -6.92745  0.1115
H -5.26426 5.62911 7.37082  0.1290
H -5.87136 -3.07270 -7.76778  0.0781
H -5.59156 4.70347 5.18721  0.1177
H -4.33374 -4.35526 0.33272  0.1150
H 5.09850 -1.37953 6.82264  0.0835
H -2.66366 -6.19474 -7.50454  0.1082
H -5.91471 -8.90790 -3.13852  0.0872

Output
- net charge = +1
- HOMO energy (eV) = -7.30
- LUMO (eV) = -4.7
- ΔE to the lowest compared entry with this formula, charge and spin (kcal/mol) = 256.80

---

Record 4
# ClF3Si

2 unconnected molecules or ions with the total composition ClF3Si (the ωB97M-V functional and the def2-TZVPD basis, OMol25).

Each line ends with the natural charge from an NBO analysis.
Positions of all 5 atoms, in Å:
Cl 0.16600 -0.41188 -1.94454  -0.2845
Si -0.05256 0.31967 -0.11119  2.2674
F 0.83588 1.49092 0.36615  -0.6292
F -1.30816 0.50434 0.79457  -0.6213
F 0.35884 -1.90305 0.89501  -0.7325

Output
- HOMO energy (eV) = -11.11
- LUMO (eV) = -1.1
- ΔE to the lowest compared entry with this formula, charge and spin (kcal/mol) = 91.19

---

Record 5
# C17H26F13O4

3 unconnected molecules or ions with the total composition C17H26F13O4 (the ωB97M-V functional and the def2-TZVPD basis, OMol25).

Each line ends with the natural charge from an NBO analysis.
Positions of all 60 atoms, in Å:
F 0.66082 1.76276 1.40637  -0.3019
F -4.53735 -0.85929 -2.04330  -0.3126
F -1.90732 -1.56402 -0.98105  -0.2721
F -2.90366 -1.05423 1.62529  -0.3191
F -0.89010 2.12885 0.00992  -0.3130
F -2.56805 0.44955 -1.42730  -0.2975
F 0.20354 0.12618 -1.61850  -0.3256
F -0.97331 0.43359 2.51698  -0.3106
F -3.07787 0.98439 1.09739  -0.2888
F 1.31604 1.88602 -1.16628  -0.3570
F -0.34073 -1.09260 1.22052  -0.2647
F -5.02731 -0.52589 -0.01055  -0.3009
F -4.22737 -2.39654 -0.65564  -0.2943
O 1.75927 3.69584 -4.82605  -0.5487
O -0.70369 -5.12922 5.86929  -0.5573
O 0.62076 6.41623 -4.92442  -0.5535
O 0.27842 -3.36678 3.71398  -0.5344
C 2.54675 -2.49052 0.66015  -1.0170
C 2.08608 -0.07120 -0.17477  -0.4987
C 0.86308 0.70585 -0.62384  0.6450
C -2.40731 -0.10109 0.81556  0.5801
C -1.04471 -6.10733 4.90474  -0.2526
C -1.03363 -2.89106 3.49142  -0.2502
C 0.93462 6.59142 -3.55332  -0.2542
C -0.09963 1.17112 0.49430  0.5753
C -2.69208 -0.59262 -0.61552  0.5562
C 0.67914 -3.29785 5.06783  -0.0868
C 0.63333 -4.65990 5.72544  -0.0882
C 2.10211 -1.57696 -0.53419  -0.4328
C 1.61285 4.47919 -5.99737  -0.0862
C 0.52525 3.19340 -4.33330  -0.2606
C 1.72588 5.95722 -5.69002  -0.0870
C -0.91486 0.06431 1.22979  0.5833
C -4.17576 -1.11297 -0.79935  0.9199
H 2.98379 0.37319 -0.59088  0.2310
H 1.23780 -5.37577 5.16160  0.1798
H 2.48426 -1.91017 1.59895  0.1168
H 1.13006 -1.95295 -0.87361  0.1658
H 2.78691 -1.74494 -1.36906  0.1719
H 0.13625 2.42141 -5.00574  0.1639
H 0.00374 6.77751 -3.01946  0.1893
H -1.06982 -1.80609 3.61395  0.1689
H -0.81897 -5.76782 3.89100  0.1888
H -1.30719 -3.13637 2.46721  0.1951
H 2.66988 6.16945 -5.17956  0.1746
H 1.71587 6.51552 -6.63274  0.1751
H -0.51135 -7.04365 5.10581  0.1590
H 1.05318 -4.58105 6.73454  0.1719
H 0.71134 2.74613 -3.35943  0.2174
H -1.75413 -3.36131 4.16935  0.1606
H 1.71413 -2.93958 5.07718  0.1915
H 1.40743 5.70173 -3.13128  0.1876
H 2.21549 -0.01258 0.90259  0.2341
H 0.06582 -2.58101 5.62441  0.1665
H 2.42675 4.19813 -6.67522  0.1778
H -0.21467 3.99015 -4.22020  0.1693
H 0.66453 4.26126 -6.49812  0.1730
H 1.59486 7.45602 -3.42099  0.1601
H -2.11605 -6.29287 4.98175  0.1812
H 1.76691 -3.26014 0.77377  0.1354

Output
- net charge = -1
- HOMO energy (eV) = -1.14
- LUMO (eV) = 2.6
- ΔE to the lowest compared entry with this formula, charge and spin (kcal/mol) = 10.07

---

Record 6
# C2H3NS

A single C2H3NS molecule (the ωB97M-V functional and the def2-TZVPD basis, OMol25).

Each line ends with the natural charge from an NBO analysis.
Positions of all 7 atoms, in Å:
S 1.58461 0.11095 -0.55133  -0.0387
N -1.73577 -1.18361 -0.58129  -0.3064
C 0.08263 0.36251 0.63849  -0.6097
C -0.97004 -0.39215 -0.03486  0.2434
H 0.29407 -0.04269 1.68039  0.2826
H -0.09513 1.48645 0.42881  0.2789
H 0.83963 -0.34145 -1.58021  0.1500

Output
- HOMO energy (eV) = -9.91
- LUMO (eV) = 0.4
- ΔE to the lowest compared entry with this formula, charge and spin (kcal/mol) = 22.86
- SMILES string = N#CCS